1.
DFT (wB97M-V/def2-TZVPD) results for a 2-piece molecular cluster, C11H20F4N3O overall in a non-equilibrium geometry.

Properties
**Strongest force on any atom**: 0.1032 Eh/bohr
**Kohn-Sham gap**: 11.128 eV
**Net charge**: +1
**Multiplicity**: 1
**DFT total energy**: -29106.8080 eV

Atoms and positions in Å:
N: -2.3061 3.1312 0.5499
C: -0.9786 2.5782 0.0961
N: -1.0960 1.3505 -0.8379
C: -1.6803 0.1568 -0.1190
F: -3.1565 0.2850 0.1809
F: -1.0660 -0.0886 1.2408
C: -1.5504 -1.2791 -0.9137
F: -2.0436 -2.3188 0.0676
F: -2.5045 -1.4007 -2.0790
C: -1.8819 1.8466 -2.0275
C: -1.3486 1.3698 -3.4963
O: 0.1047 1.5985 -3.6056
C: 0.6664 0.5669 -2.6877
C: 0.3837 1.0432 -1.1548
H: -2.7753 3.7270 -0.1669
H: -2.0614 3.8133 1.3294
H: -0.3410 2.3531 1.0587
H: -0.4157 3.4834 -0.4433
H: -0.4587 -1.6034 -1.1769
H: -1.8302 3.0402 -2.0384
H: -3.0394 1.6013 -1.9949
H: -1.8457 2.0252 -4.3614
H: -1.5594 0.2558 -3.7794
H: 0.3225 -0.5226 -2.9493
H: 1.8419 0.5925 -2.8766
H: 0.8260 0.1984 -0.4483
H: 1.0822 1.9918 -0.9612
C: 2.3995 -3.9005 2.6872
C: 2.8257 -2.6485 3.4426
C: 2.0269 -1.4062 3.0479
C: 2.2676 -1.0054 1.6543
N: 2.4545 -0.6912 0.5533
H: 2.5844 -3.8025 1.6130
H: 2.9660 -4.7662 3.0446
H: 1.3349 -4.1063 2.8368
H: 3.8967 -2.4773 3.2826
H: 2.6875 -2.8271 4.5163
H: 2.3114 -0.5801 3.7102
H: 0.9569 -1.5840 3.2061

***

2.
DFT (wB97M-V/def2-TZVPD) results for one molecule with the formula C12H12N2 in a non-equilibrium geometry.

Properties
**Strongest force on any atom**: 0.0791 Eh/bohr
**Kohn-Sham gap (alpha / beta)**: 6.559 / 6.555 eV
**Multiplicity**: 1
**DFT total energy**: -15611.2886 eV

Atoms and positions in Å:
C: -0.1604 -1.0677 2.1076
C: 0.7797 -1.6304 1.2407
C: -1.2027 -0.0130 1.9011
C: -0.4445 -0.8391 -0.7796
C: -0.5674 0.3556 -1.3580
C: -2.0305 0.3181 0.8753
C: 0.7492 -1.2926 -0.1425
C: 0.6635 0.8241 -2.0346
C: 0.8101 1.8976 -2.8469
C: -1.7398 -0.1046 -0.4768
C: -3.0602 1.3814 1.1499
C: 3.1593 -1.1574 -0.3342
N: 1.7967 0.0493 -1.6706
N: 1.8211 -0.8237 -0.7406
H: -0.1392 -1.2684 3.1334
H: 1.4066 -2.3892 1.5925
H: -1.4257 0.3704 2.8511
H: 1.6746 2.0007 -3.3905
H: -0.0093 2.5641 -3.0571
H: -2.5772 -0.5459 -1.0262
H: -2.9342 2.2704 0.5865
H: -2.9663 1.6417 2.2359
H: -4.1271 1.0970 0.9219
H: 3.2827 -2.1923 -0.1476
H: 3.4463 -0.6304 0.6071
H: 3.7948 -0.8156 -1.1979

***

3.
DFT (wB97M-V/def2-TZVPD) results for one molecule with the formula C4H8N2O.

Properties
**Strongest force on any atom**: 0.0144 Eh/bohr
**Kohn-Sham gap**: 10.551 eV
**Multiplicity**: 1
**DFT total energy**: -9304.6040 eV
**SMILES**: NC(=O)CN1CC1

Atoms and positions in Å:
N: 1.6143 -0.2288 -1.3660
C: 1.7483 -0.5226 -0.0388
O: 2.7520 -1.0229 0.4337
C: 0.5028 -0.2993 0.8086
N: -0.3700 0.7104 0.2500
C: -1.7129 0.8124 0.7956
C: -1.4644 0.1327 -0.4977
H: 2.4395 -0.3778 -1.9263
H: 0.9606 0.4789 -1.6688
H: -0.0317 -1.2808 0.8123
H: 0.8216 -0.0157 1.8146
H: -2.0059 0.1678 1.6218
H: -2.0874 1.8305 0.8711
H: -1.4709 -0.9635 -0.4523
H: -1.6958 0.5787 -1.4578

***

4.
DFT (wB97M-V/def2-TZVPD) results for a 2-piece molecular cluster, C6H10FNO overall in a non-equilibrium geometry.

Properties
**Strongest force on any atom**: 0.0761 Eh/bohr
**Kohn-Sham gap**: 9.518 eV
**Multiplicity**: 1
**DFT total energy**: -12634.8564 eV

Atoms and positions in Å:
C: -2.1828 0.3325 0.1434
C: 1.0347 1.1138 1.4533
C: -1.3594 0.6974 -0.7553
C: -3.6498 0.1823 0.0247
C: 1.8276 -0.9962 0.2781
C: 2.3624 1.2741 -0.4697
N: 1.6963 0.4262 0.5661
O: -0.5097 1.1090 -1.4690
F: 0.3548 0.2111 2.2931
H: -1.9551 0.2973 1.2412
H: -4.2075 0.1800 0.9837
H: -3.9671 1.0193 -0.4436
H: -4.0771 -0.7274 -0.5905
H: 1.0109 -1.4207 0.7656
H: 1.5398 -1.2958 -0.6943
H: 2.7850 -1.2776 0.4950
H: 3.1129 0.6834 -1.0551
H: 1.5814 1.7350 -1.1711
H: 2.8049 1.9357 0.1783

***

5.
DFT (wB97M-V/def2-TZVPD) results for C49H45N4P2RhS2Si as an isolated structure.

Properties
**Strongest force on any atom**: 0.0035 Eh/bohr
**Kohn-Sham gap**: 6.160 eV
**Multiplicity**: 1
**DFT total energy**: -108642.3267 eV

Atoms and positions in Å:
Rh: -0.5275 -0.1584 -0.4013
C: -2.4055 -3.0921 0.7826
Si: -1.8555 -1.3068 1.0618
C: -3.4527 -0.3051 1.3439
C: -4.6452 -0.8047 1.8717
C: -5.7532 0.0134 2.0371
C: -5.6830 1.3543 1.6826
C: -4.5050 1.8756 1.1694
C: -3.3973 1.0509 0.9962
P: -1.7659 1.6005 0.3474
C: -1.1113 2.5424 1.7875
C: -1.3121 2.0462 3.0762
C: -0.6847 2.6276 4.1679
C: 0.1423 3.7299 3.9949
C: 0.3328 4.2466 2.7216
C: -0.2837 3.6537 1.6287
C: -2.1949 2.9696 -0.8055
C: -2.6928 4.2101 -0.4013
C: -3.0428 5.1712 -1.3364
C: -2.8953 4.9105 -2.6933
C: -2.3875 3.6896 -3.1083
C: -2.0352 2.7297 -2.1681
C: -0.9375 -1.3445 2.7356
C: -1.5192 -1.5694 3.9848
C: -0.7551 -1.5351 5.1416
C: 0.6139 -1.2913 5.0667
C: 1.2134 -1.0914 3.8342
C: 0.4373 -1.1085 2.6780
P: 1.0913 -0.9081 0.9787
C: 2.4941 0.2483 1.1290
C: 2.4072 1.3779 1.9384
C: 3.4021 2.3466 1.8988
C: 4.4825 2.2094 1.0398
C: 4.5685 1.0959 0.2141
C: 3.5809 0.1246 0.2603
C: 1.9633 -2.5254 0.7985
C: 3.1150 -2.8887 1.4952
C: 3.6332 -4.1694 1.3820
C: 3.0000 -5.1122 0.5803
C: 1.8536 -4.7613 -0.1169
C: 1.3478 -3.4719 -0.0137
H: -3.0188 -3.4225 1.6270
H: -1.5410 -3.7583 0.7367
H: -2.9830 -3.2262 -0.1334
H: -4.7170 -1.8526 2.1430
H: -6.6750 -0.3929 2.4354
H: -6.5487 1.9940 1.8023
H: -4.4653 2.9207 0.8916
H: -1.9549 1.1898 3.2314
H: -0.8446 2.2150 5.1563
H: 0.6276 4.1870 4.8479
H: 0.9657 5.1133 2.5741
H: -0.1234 4.0754 0.6435
H: -2.7997 4.4302 0.6540
H: -3.4303 6.1270 -1.0066
H: -3.1672 5.6632 -3.4224
H: -2.2571 3.4841 -4.1634
H: -1.6141 1.7815 -2.4840
H: -2.5880 -1.7476 4.0579
H: -1.2220 -1.6927 6.1065
H: 1.2094 -1.2602 5.9708
H: 2.2796 -0.9038 3.7763
H: 1.5564 1.5084 2.5990
H: 3.3218 3.2161 2.5395
H: 5.2493 2.9726 1.0010
H: 5.3934 0.9969 -0.4801
H: 3.6464 -0.7343 -0.3988
H: 3.6181 -2.1653 2.1260
H: 4.5306 -4.4355 1.9264
H: 3.4008 -6.1150 0.5015
H: 1.3519 -5.4899 -0.7434
H: 0.4642 -3.1747 -0.5678
N: 4.4334 2.4127 -4.9585
C: 4.3514 2.6806 -3.6458
S: 5.4745 3.5688 -2.8402
C: 3.1728 2.0747 -2.9654
C: 2.7260 0.8003 -3.3000
C: 1.6434 0.2606 -2.6270
N: 0.9864 0.9249 -1.6711
C: 1.4199 2.1472 -1.3531
C: 2.5032 2.7540 -1.9595
H: 5.2032 2.7943 -5.4822
H: 3.6719 1.9773 -5.4505
H: 3.2343 0.2026 -4.0460
H: 1.2983 -0.7434 -2.8434
H: 0.8830 2.6469 -0.5592
H: 2.8317 3.7351 -1.6476
C: -3.3618 -1.0740 -2.2789
H: -3.6856 -1.6798 -1.4367
H: -3.7832 -1.4590 -3.2042
H: -3.6702 -0.0421 -2.1180
C: 1.8726 -4.3638 -3.7552
C: 0.4389 -4.1502 -3.3827
C: -0.4779 -5.1962 -3.3000
C: -1.7768 -4.8668 -2.9681
N: -2.1617 -3.6181 -2.7089
C: -1.2052 -2.7023 -2.7779
S: -1.5661 -1.0153 -2.3831
N: 0.0668 -2.9005 -3.1224
H: 2.0808 -5.4104 -3.9706
H: 2.5133 -4.0337 -2.9370
H: 2.1174 -3.7627 -4.6316
H: -0.1883 -6.2179 -3.5003
H: -2.5477 -5.6273 -2.9038

***

6.
DFT (wB97M-V/def2-TZVPD) results for one molecule with the formula H3OPS in a non-equilibrium geometry.

Properties
**Strongest force on any atom**: 0.0792 Eh/bohr
**Kohn-Sham gap (alpha / beta)**: 5.492 / 7.113 eV
**Multiplicity**: 3
**DFT total energy**: -22215.8825 eV
**<S²>**: 2.004

Atoms and positions in Å:
O: -0.8843 0.8614 0.2064
P: 0.1859 -0.3866 0.1212
S: 2.0460 0.0273 0.1112
H: -0.9665 1.4672 -0.6447
H: -0.1205 -0.9987 -1.1132
H: -0.2606 -0.9706 1.3192